(1)
{
  "formula": "C17H37N3O12PS3",
  "method": "ωB97M-V/def2-TZVPD",
  "species": ["C", "P", "O", "C", "C", "C", "C", "O", "O", "N", "C", "C", "C", "N", "N", "H", "H", "H", "H", "H", "H", "H", "H", "H", "H", "H", "H", "H", "O", "S", "O", "O", "C", "C", "C", "H", "H", "H", "H", "H", "H", "H", "H", "O", "S", "O", "O", "C", "C", "C", "H", "H", "H", "H", "H", "H", "H", "H", "O", "S", "O", "O", "C", "C", "C", "H", "H", "H", "H", "H", "H", "H", "H"],
  "xyz": [[4.407, -1.587, -2.643], [3.265, -0.749, -1.306], [1.946, -1.838, -0.940], [2.602, 0.902, -2.099], [3.720, 1.748, -2.982], [3.297, 3.161, -3.701], [4.407, 3.962, -4.603], [4.168, 4.029, -5.938], [5.657, 4.572, -4.123], [6.026, 4.106, -2.916], [1.716, 3.653, -3.481], [0.702, 2.715, -2.542], [-0.846, 3.310, -2.370], [-1.744, 2.448, -3.239], [1.156, 1.395, -1.894], [4.777, -2.630, -2.254], [5.363, -0.921, -2.794], [3.875, -1.644, -3.706], [1.806, -1.819, 0.070], [4.809, 1.331, -3.124], [5.387, 4.408, -2.149], [6.209, 3.079, -2.913], [1.357, 4.647, -4.006], [-1.118, 3.201, -1.220], [-0.892, 4.452, -2.625], [-1.300, 2.342, -4.200], [-1.788, 1.504, -2.775], [0.485, 0.820, -1.335], [-2.341, 0.690, -5.705], [-2.920, -0.534, -6.216], [-2.267, -1.323, -7.241], [-4.455, -0.242, -6.677], [-4.695, 0.783, -7.631], [-4.289, 0.352, -9.029], [-3.289, -1.603, -4.848], [-4.187, 1.709, -7.339], [-5.771, 0.989, -7.620], [-3.208, 0.205, -9.099], [-4.573, 1.107, -9.766], [-4.762, -0.600, -9.292], [-3.815, -1.032, -4.081], [-2.343, -1.981, -4.453], [-3.900, -2.435, -5.204], [2.546, 0.621, 2.193], [2.975, -0.325, 3.201], [2.485, -1.688, 3.234], [2.774, 0.342, 4.674], [1.482, 0.807, 5.038], [0.544, -0.342, 5.360], [4.749, -0.377, 3.212], [1.067, 1.449, 4.254], [1.603, 1.428, 5.933], [0.341, -0.947, 4.471], [-0.412, 0.030, 5.736], [0.989, -1.007, 6.108], [5.136, 0.643, 3.224], [5.075, -0.891, 2.305], [5.081, -0.932, 4.091], [-1.739, -4.456, 7.523], [-2.563, -3.358, 7.063], [-2.047, -2.010, 6.940], [-3.932, -3.318, 7.945], [-3.827, -3.219, 9.359], [-3.430, -1.821, 9.794], [-3.300, -3.812, 5.514], [-3.129, -3.969, 9.748], [-4.815, -3.453, 9.773], [-2.418, -1.576, 9.459], [-3.453, -1.731, 10.883], [-4.103, -1.075, 9.359], [-3.726, -4.812, 5.600], [-2.515, -3.803, 4.754], [-4.068, -3.079, 5.260]],
  "e_tot_ha": -3272.326919,
  "homo_ev": -11.9,
  "charge": 1
}

***

(2)
{
  "formula": "C32H39BF3N3O5STm",
  "method": "ωB97M-V/def2-TZVPD",
  "species": ["C", "C", "C", "C", "C", "C", "C", "C", "B", "O", "O", "C", "N", "C", "C", "C", "C", "C", "C", "N", "C", "C", "O", "C", "C", "N", "C", "C", "C", "O", "C", "C", "C", "C", "F", "C", "F", "F", "C", "C", "O", "C", "C", "C", "S", "H", "H", "H", "H", "H", "H", "H", "H", "H", "H", "H", "H", "H", "H", "H", "H", "H", "H", "H", "H", "H", "H", "H", "H", "H", "H", "H", "H", "H", "H", "H", "H", "H", "H", "H", "H", "H", "H", "H", "Tm"],
  "xyz": [[-1.724, -3.528, -3.016], [-2.206, -2.504, -3.423], [-2.750, -1.115, -3.757], [-1.644, -0.205, -4.369], [-0.752, 0.535, -3.306], [0.155, -0.418, -2.500], [1.465, -0.724, -2.961], [2.006, -0.136, -4.291], [2.224, -1.251, -5.440], [3.041, -0.924, -6.610], [1.679, -2.510, -5.422], [2.362, -1.605, -2.217], [3.663, -1.892, -2.652], [1.939, -2.258, -0.976], [2.828, -3.202, -0.140], [2.474, -4.642, -0.411], [2.316, -5.829, -0.441], [0.636, -1.987, -0.552], [-0.269, -1.074, -1.253], [-1.546, -0.825, -0.753], [-1.588, -0.485, 0.618], [-2.265, 0.662, 1.079], [-2.849, 1.459, 0.115], [-2.097, 2.678, -0.119], [-0.560, 2.493, -0.163], [0.073, 2.721, 1.148], [1.534, 2.805, 1.061], [2.285, 1.852, 2.074], [3.093, 2.618, 3.181], [1.387, 0.919, 2.715], [-2.290, 0.953, 2.497], [-3.008, 2.214, 3.024], [-1.931, 3.053, 3.813], [-2.177, 4.553, 3.790], [-1.961, 5.233, 4.956], [-2.598, 5.332, 2.663], [-1.665, 5.803, 1.796], [-3.876, 5.650, 2.437], [-1.637, 0.081, 3.485], [-0.955, -1.057, 3.050], [-0.318, -1.943, 3.872], [-1.370, -2.822, 4.432], [-1.297, -4.273, 3.873], [-0.922, -1.324, 1.623], [-0.050, -2.729, 0.949], [-1.306, -4.305, -2.376], [-3.247, -0.695, -2.858], [-3.561, -1.264, -4.508], [-2.176, 0.576, -4.965], [-0.996, -0.734, -5.104], [-0.160, 1.344, -3.791], [-1.462, 1.076, -2.630], [2.986, 0.372, -4.090], [1.334, 0.636, -4.738], [3.230, 0.044, -6.570], [2.429, -3.136, -5.411], [4.315, -1.960, -1.870], [4.004, -1.148, -3.262], [3.917, -3.046, -0.315], [2.681, -2.970, 0.942], [2.227, -6.917, -0.417], [-2.066, -0.151, -1.316], [-2.408, 3.039, -1.127], [-2.351, 3.498, 0.587], [-0.221, 1.540, -0.628], [-0.162, 3.305, -0.834], [-0.335, 3.549, 1.573], [1.916, 2.551, 0.047], [1.820, 3.843, 1.351], [3.019, 1.222, 1.508], [3.022, 3.722, 3.096], [2.740, 2.337, 4.197], [4.177, 2.359, 3.122], [1.932, 0.312, 3.239], [-3.409, 2.798, 2.172], [-3.884, 1.948, 3.659], [-1.905, 2.694, 4.870], [-0.918, 2.822, 3.405], [-1.704, 0.335, 4.555], [-2.368, -2.429, 4.133], [-1.299, -2.884, 5.539], [-2.126, -4.833, 4.367], [-1.513, -4.327, 2.779], [-0.339, -4.785, 4.099], [5.316, -0.685, -5.906]],
  "e_tot_ha": -3589.698992,
  "multiplicity": 3,
  "homo_ev": [-13.5, -13.4],
  "charge": 3
}

***

(3)
{
  "formula": "C19H8Cl3F3N4O4OsSSe",
  "method": "ωB97M-V/def2-TZVPD",
  "species": ["Os", "Se", "N", "C", "C", "C", "C", "C", "N", "C", "C", "N", "C", "C", "C", "C", "C", "N", "H", "H", "H", "H", "H", "H", "Cl", "C", "C", "C", "Cl", "C", "O", "C", "Cl", "C", "H", "H", "F", "C", "F", "F", "S", "O", "O", "O"],
  "xyz": [[-0.608, -0.584, 0.292], [6.463, 0.737, -2.168], [5.548, 1.269, -0.776], [4.316, 0.813, -0.844], [3.296, 1.047, 0.138], [3.492, 1.777, 1.320], [2.445, 1.888, 2.212], [1.218, 1.290, 1.912], [1.028, 0.603, 0.796], [2.032, 0.471, -0.096], [1.744, -0.287, -1.288], [0.470, -0.740, -1.435], [0.173, -1.451, -2.527], [1.115, -1.755, -3.506], [2.419, -1.317, -3.370], [2.745, -0.546, -2.248], [4.048, 0.015, -2.017], [5.082, -0.119, -2.819], [4.458, 2.229, 1.502], [2.569, 2.418, 3.145], [0.379, 1.379, 2.591], [-0.850, -1.798, -2.635], [0.819, -2.333, -4.368], [3.186, -1.547, -4.097], [-7.523, 1.299, -1.210], [-5.894, 1.366, -0.760], [-5.109, 0.189, -0.791], [-3.790, 0.249, -0.436], [-2.804, -1.175, -0.454], [-3.135, 1.464, -0.016], [-1.918, 1.520, 0.261], [-4.002, 2.633, 0.036], [-3.314, 4.076, 0.587], [-5.325, 2.573, -0.348], [-5.564, -0.743, -1.095], [-5.923, 3.473, -0.318], [-0.884, -4.183, 2.524], [-0.699, -3.333, 3.528], [-1.849, -3.150, 4.150], [0.199, -3.815, 4.358], [-0.081, -1.738, 2.760], [0.672, -0.976, 3.689], [0.662, -2.151, 1.559], [-1.304, -1.037, 2.261]],
  "e_tot_ha": -5818.647828,
  "homo_ev": [-14.3, -14.3],
  "charge": 2
}